Record 1
DFT (ωB97M-V/def2-TZVPD) results for a structure of composition C2HO3Tl at a distorted geometry.

Results
relative energy (zero: lowest compared OMol25 entry of this formula, charge and spin)	32.8	kJ/mol
Kohn-Sham gap (spin up / spin down)	8.9 / 10.2	eV
HOMO (spin up / spin down)	-13.80 / -15.46	eV
net charge	+1
2S+1	2

Last column: Löwdin spin population.
Geometry (Å):
C: 1.561 -0.285 -0.007  0.0168
O: 1.168 -1.364 -0.309  0.0314
C: -0.497 0.639 -0.533  0.5545
O: 0.712 0.830 -0.044  0.1652
O: -1.450 0.321 0.100  0.2214
Tl: -3.957 -0.129 0.232  0.0067
H: 2.464 -0.013 0.560  0.0040

=====

Record 2
DFT (ωB97M-V/def2-TZVPD) results for the molecule C2H3ClN2O at a distorted geometry.

Results
relative energy (zero: lowest compared OMol25 entry of this formula, charge and spin)	323.5	kJ/mol
Kohn-Sham gap	10.1	eV
SMILES	COC1(Cl)N=N1
HOMO	-10.22	eV
2S+1	1

Last column: natural (NBO) charge in e.
Geometry (Å):
C: -1.083 0.858 0.280  -0.2759
O: -0.518 -0.495 0.466  -0.5382
C: 0.866 -0.752 -0.141  0.2999
Cl: 1.990 0.483 0.099  0.0248
N: 0.982 -1.467 -1.402  -0.0364
N: 1.343 -2.037 -0.339  -0.0738
H: -0.242 1.593 0.045  0.2014
H: -1.354 1.038 1.333  0.1977
H: -1.984 0.780 -0.341  0.2006